Arrangement P

18
Properties=species:S:1:pos:R:3:mulliken_charge:R:1 method="wB97M-V/def2-TZVPD" homo_energy_ha=-0.3282 orbital_gap_ev=9.69 spin_multiplicity=1
C 1.641 -0.366 1.080 -0.604
C 1.226 -0.191 -0.460 -0.635
C -0.236 -0.430 -0.727 -0.450
N -2.342 1.759 -1.751 -0.667
C -2.087 1.340 -0.558 -0.039
N -1.032 0.621 -0.095 -0.127
N 1.436 -1.794 1.515 -0.604
H 1.074 0.285 1.757 0.344
H 2.728 -0.145 1.108 0.258
H 1.516 0.843 -0.715 0.321
H 1.813 -0.886 -1.090 0.346
H -0.666 -1.405 -0.455 0.279
H -0.398 -0.392 -1.833 0.288
H -2.968 2.563 -1.531 0.252
H -2.762 1.540 0.301 0.294
H -0.826 0.760 0.877 0.196
H 1.361 -2.290 0.635 0.272
H 0.520 -1.813 1.941 0.277

---

Arrangement Q

18
Properties=species:S:1:pos:R:3:mulliken_charge:R:1 method="wB97M-V/def2-TZVPD" homo_energy_ha=-0.3149 orbital_gap_ev=9.39 spin_multiplicity=1
C 0.966 0.293 0.305 0.723
C -1.041 -1.188 -0.626 -1.132
C 1.851 -0.923 0.466 -1.436
C -0.476 0.072 -0.040 0.113
N -2.458 1.251 0.275 -0.627
N 1.579 1.268 -0.616 -0.718
N -1.144 1.007 0.615 -0.261
H 0.490 1.013 1.238 0.276
H -3.087 0.715 0.868 0.259
H -2.684 1.049 -0.698 0.265
H 0.894 1.993 -0.833 0.293
H 2.341 1.750 -0.144 0.241
H -0.845 -2.031 0.042 0.267
H -2.118 -1.138 -0.800 0.418
H -0.536 -1.415 -1.570 0.309
H 2.073 -1.393 -0.500 0.315
H 1.383 -1.676 1.105 0.311
H 2.811 -0.647 0.914 0.385

---

Arrangement R

18
Properties=species:S:1:pos:R:3:mulliken_charge:R:1 method="wB97M-V/def2-TZVPD" homo_energy_ha=-0.2563 orbital_gap_ev=7.98 spin_multiplicity=1
C -0.404 -0.463 1.712 -0.406
C -1.077 -0.585 0.328 -0.915
C -0.218 0.041 -0.759 0.303
C -0.556 1.184 -1.382 -0.217
N 0.250 1.784 -2.349 -0.432
N 0.945 -0.691 -1.128 -0.624
N 0.827 -1.238 1.899 -0.583
H -0.285 0.617 1.845 0.306
H -1.120 -0.771 2.482 0.373
H -1.999 -0.013 0.402 0.295
H -1.194 -1.644 0.086 0.314
H -1.354 1.755 -0.928 0.261
H -0.025 2.717 -2.588 0.203
H 1.180 1.445 -2.530 0.198
H 0.819 -1.666 -0.910 0.273
H 1.786 -0.205 -0.908 0.199
H 1.618 -0.603 1.906 0.215
H 0.808 -1.662 2.822 0.236

---

Question: which arrangement is favored energetically? Ranking from most to least stable: arrangement R, arrangement P, arrangement Q.

---

Arrangement P

8
Properties=species:S:1:pos:R:3:mulliken_charge:R:1 method="wB97M-V/def2-TZVPD" homo_energy_ha=-0.3820 orbital_gap_ev=10.62 spin_multiplicity=1
C -1.757 -0.332 0.205 0.701
C 1.407 0.109 0.027 -0.191
C -0.111 0.254 0.322 0.120
O -2.660 0.111 0.820 -0.450
O -1.244 -1.029 -0.657 -0.439
O 0.437 1.002 -0.578 -0.213
H 2.223 0.583 0.580 0.253
H 1.706 -0.698 -0.720 0.219

---

Arrangement Q

8
Properties=species:S:1:pos:R:3:mulliken_charge:R:1 method="wB97M-V/def2-TZVPD" homo_energy_ha="-0.3235 / -0.3235" orbital_gap_ev="8.07 / 8.07" spin_multiplicity=1
O -2.245 0.082 0.763 -0.264
C -1.093 0.072 0.731 0.233
C 0.051 0.490 -0.879 0.456
O -0.379 1.271 -1.654 -0.391
C 1.072 -0.312 -0.339 -0.109
O 1.289 -0.233 0.926 -0.515
H 0.068 -0.112 1.327 0.331
H 1.237 -1.258 -0.876 0.258

---

Arrangement R

8
Properties=species:S:1:pos:R:3:mulliken_charge:R:1 method="wB97M-V/def2-TZVPD" homo_energy_ha=-0.3318 orbital_gap_ev=9.15 spin_multiplicity=1
C 1.137 0.026 0.684 0.810
C 0.200 0.222 -0.289 -0.100
C -1.024 0.137 0.438 0.039
O -0.780 0.002 1.681 -0.546
O 0.445 0.209 -1.635 -0.527
O 2.162 -0.130 1.227 -0.348
H -0.142 -0.417 -2.086 0.330
H -1.998 -0.049 -0.019 0.343

---

Arrangement S

8
Properties=species:S:1:pos:R:3:mulliken_charge:R:1 method="wB97M-V/def2-TZVPD" homo_energy_ha=-0.3630 orbital_gap_ev=10.17 spin_multiplicity=1
C 1.444 0.133 -0.332 0.169
C -0.944 -0.147 0.439 0.144
C 2.963 -0.230 -0.296 -0.194
O 0.409 -0.560 0.284 -0.316
O 2.486 0.572 0.561 -0.116
O -1.420 0.851 -0.017 -0.428
H 1.288 1.001 -0.924 0.319
H -1.564 -0.795 0.973 0.422

---

Question: which arrangement is favored energetically? Ranking from most to least stable: arrangement R, arrangement Q, arrangement P, arrangement S.

---

Arrangement P

10
Properties=species:S:1:pos:R:3:mulliken_charge:R:1 method="wB97M-V/def2-TZVPD" homo_energy_ha=-0.3464 orbital_gap_ev=9.81 spin_multiplicity=1
C -0.297 -1.355 0.227 0.594
C 0.711 -2.082 -0.065 -0.760
C -1.371 -0.452 0.478 -0.446
C -0.791 0.619 -0.112 -0.301
C 0.467 -0.070 -0.463 -0.189
S 1.928 0.673 0.289 -0.217
H -2.144 -0.559 1.253 0.327
H -0.977 1.652 -0.170 0.415
H 0.791 -0.395 -1.381 0.457
H 1.684 1.968 -0.054 0.119

---

Arrangement Q

10
Properties=species:S:1:pos:R:3:mulliken_charge:R:1 method="wB97M-V/def2-TZVPD" homo_energy_ha=-0.3304 orbital_gap_ev=7.84 spin_multiplicity=1
C -0.806 -1.313 -0.021 -0.704
C 0.504 -1.054 -0.012 -0.082
C 1.102 0.285 -0.031 -0.140
C 0.152 1.361 0.014 -0.213
C -0.707 2.189 0.000 0.182
H -1.078 -2.339 0.129 0.257
H -1.575 -0.531 -0.031 0.223
H 1.125 -1.945 -0.012 0.317
H -1.429 2.952 -0.036 0.398
S 2.713 0.395 -0.001 -0.238

---

Question: which arrangement is favored energetically? Ranking from most to least stable: arrangement Q, arrangement P.

---

Arrangement P

11
Properties=species:S:1:pos:R:3:mulliken_charge:R:1 method="wB97M-V/def2-TZVPD" homo_energy_ha=-0.0711 orbital_gap_ev=5.29 spin_multiplicity=1 charge=-1
C -1.530 0.196 -0.845 -0.668
S -3.005 -0.718 -0.179 -0.284
H -0.783 -0.563 -1.009 0.209
H -1.224 1.075 -0.292 0.296
H -1.806 0.599 -1.824 0.294
H -2.329 -1.239 0.881 0.112
C 2.182 0.115 0.635 -0.583
O 1.179 0.912 0.148 -0.820
H 3.118 0.281 0.074 0.166
H 1.819 -0.939 0.679 0.141
H 2.378 0.282 1.732 0.136

---

Arrangement Q

11
Properties=species:S:1:pos:R:3:mulliken_charge:R:1 method="wB97M-V/def2-TZVPD" homo_energy_ha=-0.0179 orbital_gap_ev=4.47 spin_multiplicity=1 charge=-1
O -1.353 -1.466 -1.652 -0.760
H -1.022 -1.776 -0.801 0.344
C 1.584 0.952 -0.396 -0.691
S 0.867 -0.594 0.059 -0.262
C -0.401 0.104 1.332 -0.884
H 2.159 1.071 -1.314 0.091
H 0.964 1.821 -0.168 -0.007
H -0.782 -0.700 -1.797 0.315
H -1.364 0.198 0.818 0.253
H -0.591 -0.636 2.112 0.298
H -0.061 1.026 1.806 0.304

---

Arrangement R

11
Properties=species:S:1:pos:R:3:mulliken_charge:R:1 method="wB97M-V/def2-TZVPD" homo_energy_ha=-0.0210 orbital_gap_ev=4.62 spin_multiplicity=1 charge=-1
O -1.671 2.301 0.482 -0.643
H -2.344 1.690 -0.121 0.333
C -0.400 -0.866 -1.293 -0.785
S 0.257 -0.177 0.142 -0.311
C 1.648 -1.244 0.625 -0.714
H -0.030 -1.895 -1.462 0.181
H -0.872 -0.568 -2.551 0.056
H -0.986 2.130 -0.218 0.258
H 1.442 -2.163 1.133 0.220
H 1.749 -1.560 -0.466 0.198
H 2.473 -0.539 0.914 0.208

---

Arrangement S

11
Properties=species:S:1:pos:R:3:mulliken_charge:R:1 method="wB97M-V/def2-TZVPD" homo_energy_ha=-0.1022 orbital_gap_ev=7.09 spin_multiplicity=1 charge=-1
C -0.421 2.478 0.487 -0.558
S -0.877 0.807 1.000 -0.554
H -0.463 2.373 -0.674 0.175
H -1.235 3.055 0.874 0.161
H 0.585 2.580 1.165 0.138
H -0.793 -0.618 0.037 0.164
C 0.724 -2.132 -0.489 -0.537
O -0.584 -1.575 -0.610 -0.599
H 0.906 -2.618 -1.436 0.188
H 1.607 -1.399 -0.619 0.202
H 0.551 -2.951 0.265 0.220

---

Question: which arrangement is favored energetically? Ranking from most to least stable: arrangement P, arrangement S, arrangement Q, arrangement R.

---

Arrangement P

18
Properties=species:S:1:pos:R:3:mulliken_charge:R:1 method="wB97M-V/def2-TZVPD" homo_energy_ha=-0.3463 orbital_gap_ev=9.43 spin_multiplicity=1
C -2.019 -0.353 0.296 -0.193
C -1.522 -0.709 1.511 -0.582
C -1.047 1.571 -0.228 -0.307
N -1.602 0.557 -0.730 -0.480
H -2.587 -1.133 -0.217 0.362
H -0.791 -0.270 2.294 0.261
H -1.843 -1.706 1.684 0.257
H -0.205 2.005 -0.657 0.289
H -1.361 2.060 0.620 0.400
H 0.008 -0.269 -1.500 0.384
H 0.128 -1.739 -1.881 0.359
O 0.505 -0.836 -2.116 -0.764
H 1.699 -0.307 1.267 0.403
H 2.319 0.613 2.145 0.283
O 1.462 0.572 1.819 -0.659
H 1.833 -0.665 -1.144 0.466
H 2.392 0.451 -0.272 0.313
O 2.677 -0.485 -0.541 -0.794

---

Arrangement Q

18
Properties=species:S:1:pos:R:3:mulliken_charge:R:1 method="wB97M-V/def2-TZVPD" homo_energy_ha=-0.3599 orbital_gap_ev=10.65 spin_multiplicity=1
C 0.594 0.796 0.911 -0.807
O 1.862 1.294 0.499 -0.533
C -0.302 0.797 -0.305 0.465
C -1.594 0.024 -0.027 -0.741
O -2.288 0.532 1.107 -0.537
N 0.387 0.159 -1.413 -0.696
H 0.218 1.413 1.720 0.319
H 0.728 -0.236 1.267 0.376
H 2.553 0.848 1.004 0.314
H -0.578 1.830 -0.517 0.324
H -2.216 0.031 -0.929 0.329
H -1.295 -1.025 0.147 0.353
H -2.042 -0.021 1.857 0.334
H 1.223 0.631 -1.710 0.212
H -0.222 0.060 -2.222 0.208
H 0.980 -3.178 -0.518 0.318
H 0.868 -1.631 -0.760 0.417
O 1.126 -2.320 -0.112 -0.656

---

Question: which arrangement is favored energetically? Ranking from most to least stable: arrangement Q, arrangement P.